[1]
Below is a structure of composition C18H29As2AuN3O8S2, with properties calculated with ωB97M-V/def2-TZVPD.

XYZ file:
```
63
C18H29As2AuN3O8S2 | the OMol25 dataset | ωB97M-V/def2-TZVPD
Au 0.83 -0.07 0.72
As -0.41 2.14 -0.27
As 2.62 1.45 1.01
S 4.87 -3.47 2.95
S -1.84 0.06 1.42
O -2.08 1.09 0.33
O 4.89 -2.26 2.15
O 3.80 -3.63 3.91
O -3.05 -0.42 1.99
O 4.91 -4.84 -1.22
O -1.04 -1.03 0.68
O -0.89 0.67 2.37
O 4.95 -2.97 -2.30
N 2.97 -3.80 0.53
N 1.96 -1.87 0.27
N 4.54 -3.70 -1.42
C 4.81 -4.86 1.83
C 2.51 2.22 2.77
C 2.89 -1.97 -0.72
C 2.31 4.82 -2.19
C 4.38 0.69 0.88
C 3.43 -5.01 1.21
C 3.54 4.56 -1.59
C -1.37 2.25 -1.95
C 6.43 -3.63 3.77
C 1.14 -3.26 2.17
C 2.02 -2.97 1.01
C 1.19 4.09 -1.84
C 6.62 -2.48 4.75
C 3.52 -3.16 -0.57
C 1.28 3.07 -0.88
C 3.64 3.56 -0.64
C 2.50 2.83 -0.30
C -0.99 3.52 0.95
H 4.42 -0.25 1.44
H 5.83 -2.47 5.50
H 5.10 1.39 1.29
H 2.23 5.59 -2.94
H 7.19 -3.65 3.00
H -0.69 4.49 0.54
H 0.37 -2.50 2.22
H 3.03 -1.24 -1.49
H 4.42 5.13 -1.87
H 6.40 -4.60 4.28
H 5.03 -5.75 2.41
H 3.18 3.08 2.82
H -0.76 1.85 -2.76
H 6.63 -1.53 4.23
H 3.45 -5.84 0.50
H -1.60 3.30 -2.15
H -2.06 3.45 1.06
H 2.80 1.47 3.50
H -2.29 1.69 -1.85
H -0.52 3.35 1.91
H 0.25 4.32 -2.32
H 4.60 3.35 -0.18
H 5.59 -4.71 1.08
H 4.61 0.49 -0.17
H 7.57 -2.60 5.26
H 0.65 -4.22 2.05
H 1.48 2.52 2.96
H 2.70 -5.23 1.98
H 1.71 -3.27 3.10
```

As for the HOMO energy (spin up / spin down): -11.652 / -11.651 eV. Its total charge is +1. As for the lowest unoccupied orbital energy (spin up / spin down): -4.819 / -4.818 eV. The energy relative to the best compared isomer or geometry (same formula, charge and spin) is 9.27 kcal/mol. The spin multiplicity is 1.

So, what does the Mulliken scheme give us? The charges, in e, come out as:
1. Au 1.159
2. As 0.950
3. As 0.620
4. S 1.193
5. S 1.188
6. O -0.609
7. O -0.698
8. O -0.764
9. O -0.611
10. O -0.614
11. O -0.660
12. O -0.613
13. O -0.602
14. N 0.202
15. N -0.285
16. N 1.050
17. C -0.922
18. C -0.990
19. C -1.015
20. C -0.838
21. C -1.008
22. C -1.085
23. C -0.686
24. C -1.274
25. C -0.507
26. C -1.422
27. C 1.124
28. C -0.440
29. C -1.194
30. C 0.197
31. C -0.126
32. C -0.669
33. C 0.671
34. C -1.062
35. H 0.179
36. H 0.341
37. H 0.568
38. H 0.419
39. H 0.377
40. H 0.438
41. H 0.144
42. H 0.606
43. H 0.421
44. H 0.426
45. H 0.629
46. H 0.439
47. H 0.391
48. H 0.308
49. H 0.353
50. H 0.394
51. H 0.421
52. H 0.416
53. H 0.386
54. H 0.280
55. H 0.230
56. H 0.386
57. H 0.501
58. H 0.425
59. H 0.404
60. H 0.450
61. H 0.251
62. H 0.489
63. H 0.270

***

[2]
Below is a structure of composition C18H29AsN6O6SZr, with properties calculated with ωB97M-V/def2-TZVPD.

XYZ file:
```
62
C18H29AsN6O6SZr | the OMol25 dataset | ωB97M-V/def2-TZVPD
Zr -0.30 0.34 -0.20
As -0.66 0.36 2.89
S -0.26 -0.61 -2.66
O -0.51 0.80 -2.23
O 0.55 -1.13 -1.50
O -1.46 -1.35 -2.88
O -3.05 2.13 -1.21
O -0.05 -0.52 1.58
O -1.83 1.42 0.52
N 2.61 2.75 -0.56
N 2.01 0.60 0.08
N -2.12 -0.99 -0.17
N 0.30 2.58 -0.35
N 4.24 1.13 -0.37
N 1.29 4.54 -1.14
C 2.93 1.44 -0.28
C -1.20 -3.19 0.17
C 1.33 3.27 -0.69
C -0.18 -0.72 4.43
C 0.31 2.02 2.98
C -1.33 -4.54 0.06
C 5.25 2.12 -0.76
C -2.24 -2.34 -0.27
C -4.42 -2.04 -1.28
C -2.50 -5.11 -0.48
C -3.53 -4.32 -0.91
C -2.70 1.26 -0.47
C -3.42 -2.91 -0.82
C -2.59 0.53 3.11
C 4.68 -0.20 0.05
C -4.27 -0.68 -1.18
C -3.10 -0.19 -0.61
C 0.71 -0.62 -4.13
H 2.37 -0.33 0.24
H 5.00 2.60 -1.71
H 0.15 2.51 3.94
H -0.53 -5.19 0.39
H 1.37 1.76 2.87
H 1.54 0.07 -4.03
H 2.11 5.06 -1.38
H 5.76 -0.23 0.03
H 5.40 2.87 0.02
H 6.19 1.61 -0.91
H -5.32 -2.45 -1.73
H 0.00 2.66 2.16
H 0.88 -0.98 4.38
H 1.07 -1.64 -4.27
H -2.81 0.41 4.17
H 0.40 4.98 -1.29
H -3.07 -0.26 2.54
H -2.58 -6.19 -0.55
H 4.36 -0.41 1.07
H -0.76 -1.64 4.37
H -0.57 3.08 -0.53
H -2.93 1.49 2.75
H -0.31 -2.74 0.60
H 3.37 3.38 -0.77
H 0.04 -0.33 -4.94
H 4.30 -0.97 -0.62
H -4.43 -4.75 -1.32
H -0.40 -0.22 5.37
H -5.01 0.02 -1.54
```

As for the HOMO energy: -13.956 eV. Its total charge is +2. As for the lowest unoccupied orbital energy: -5.646 eV. The energy relative to the best compared isomer or geometry (same formula, charge and spin) is 46.57 kcal/mol. The spin multiplicity is 1.

So, what does the Mulliken scheme give us? The charges, in e, come out as:
1. Zr 0.044
2. As 1.050
3. S 1.427
4. O -0.544
5. O -0.584
6. O -0.497
7. O -0.557
8. O -0.359
9. O -0.465
10. N -0.040
11. N -0.221
12. N 0.714
13. N 0.093
14. N 0.133
15. N -0.367
16. C 0.276
17. C -0.607
18. C 0.384
19. C -1.171
20. C -1.038
21. C -0.860
22. C -1.078
23. C 0.113
24. C -0.702
25. C -0.655
26. C -1.008
27. C 0.301
28. C 1.330
29. C -1.098
30. C -1.073
31. C -1.156
32. C 0.905
33. C -1.021
34. H -0.038
35. H 0.421
36. H 0.509
37. H 0.459
38. H 0.284
39. H 0.334
40. H 0.180
41. H 0.314
42. H 0.372
43. H 0.291
44. H 0.491
45. H 0.298
46. H 0.383
47. H 0.409
48. H 0.508
49. H 0.235
50. H 0.282
51. H 0.427
52. H 0.399
53. H 0.399
54. H 0.036
55. H 0.355
56. H 0.506
57. H 0.209
58. H 0.413
59. H 0.366
60. H 0.461
61. H 0.442
62. H 0.588

***

[3]
Below is a structure of composition C18H29AuN3OSi2, with properties calculated with ωB97M-V/def2-TZVPD.

XYZ file:
```
54
C18H29AuN3OSi2 | the OMol25 dataset | ωB97M-V/def2-TZVPD
Au 9.02 10.02 6.00
Si 6.61 12.98 6.45
Si 12.39 10.36 6.32
O 7.93 9.66 8.69
N 8.24 12.27 6.16
N 10.73 11.11 6.09
N 7.52 8.65 5.99
C 13.23 10.01 4.61
C 9.27 13.04 5.81
C 10.58 12.33 5.59
C 6.48 14.09 7.99
C 5.35 11.71 6.91
C 5.96 13.74 4.85
C 11.45 14.42 4.61
C 6.85 8.42 4.84
C 6.01 7.16 7.04
C 5.65 7.69 4.77
C 7.07 7.99 7.09
C 5.24 7.00 5.86
C 7.77 8.28 8.42
C 13.42 11.58 7.35
C 10.27 15.12 5.04
C 9.23 14.45 5.61
C 12.29 8.76 7.21
C 11.58 13.05 4.85
H 5.94 13.55 8.83
H 7.22 7.67 9.23
H 5.79 14.87 5.06
H 8.40 15.02 6.01
H 7.47 14.44 8.36
H 5.02 7.56 3.87
H 12.06 8.01 6.47
H 5.03 11.15 6.03
H 11.49 8.79 7.97
H 5.77 6.57 7.97
H 4.41 12.15 7.37
H 5.92 11.09 7.61
H 5.83 14.95 7.68
H 14.35 11.02 7.75
H 13.86 10.78 4.19
H 12.30 14.98 4.14
H 4.41 6.28 5.86
H 12.81 12.17 8.06
H 6.63 13.56 3.98
H 13.80 9.09 4.66
H 13.73 12.32 6.59
H 12.55 12.60 4.74
H 12.43 9.84 3.88
H 7.32 9.91 9.39
H 8.77 7.84 8.34
H 7.26 8.90 3.95
H 4.93 13.32 4.71
H 10.23 16.19 4.88
H 13.26 8.55 7.66
```

As for the HOMO energy (spin up / spin down): -10.197 / -11.125 eV. Its total charge is +1. As for the lowest unoccupied orbital energy (spin up / spin down): -3.151 / -5.580 eV. As for the expectation value of S²: 2.030. The spin multiplicity is 3.

So, what does the Mulliken scheme give us? The charges, in e, come out as:
1. Au 0.276
2. Si 0.303
3. Si -0.031
4. O -0.367
5. N -0.031
6. N 0.051
7. N -0.038
8. C -1.152
9. C 1.047
10. C 0.092
11. C -1.091
12. C -0.937
13. C -1.015
14. C -0.643
15. C -0.010
16. C -0.593
17. C -0.751
18. C 1.236
19. C -0.266
20. C -1.107
21. C -0.908
22. C -0.830
23. C -0.405
24. C -1.039
25. C -0.412
26. H 0.343
27. H 0.367
28. H 0.316
29. H 0.406
30. H 0.351
31. H 0.386
32. H 0.315
33. H 0.298
34. H 0.209
35. H 0.273
36. H 0.392
37. H 0.022
38. H 0.335
39. H 0.321
40. H 0.405
41. H 0.356
42. H 0.419
43. H 0.305
44. H 0.295
45. H 0.408
46. H 0.326
47. H 0.320
48. H 0.338
49. H 0.279
50. H 0.274
51. H 0.410
52. H 0.361
53. H 0.421
54. H 0.371

***

[4]
Below is a structure of composition C18H29BN7O3PRh, with properties calculated with ωB97M-V/def2-TZVPD.

XYZ file:
```
60
C18H29BN7O3PRh | the OMol25 dataset | ωB97M-V/def2-TZVPD
Rh 0.52 0.10 0.06
P 0.47 1.81 1.46
O -1.98 -2.19 3.03
O 1.98 -1.01 1.28
O 1.73 -2.81 5.56
N -0.11 -2.50 4.29
N 0.07 -1.90 2.04
N -1.20 -2.30 0.12
N -1.13 0.68 -0.80
N -1.27 0.72 -2.16
N 1.67 0.93 -1.53
N 1.17 1.53 -2.63
C 3.27 2.24 -2.42
C -2.51 0.40 -2.46
C 3.48 -1.84 3.59
C -0.37 1.50 3.02
C 2.13 -2.46 3.22
C 2.39 -3.90 2.65
C -3.24 0.15 -1.30
C -0.40 -1.57 0.70
C 1.27 -2.60 4.47
C 1.41 -1.71 2.14
C 3.38 -0.44 4.16
C 1.19 -4.83 2.51
C 2.95 1.37 -1.40
C 2.09 2.31 -3.18
C -0.79 -2.23 3.12
C -2.34 0.33 -0.29
C -0.39 3.20 0.73
C 2.09 2.46 1.88
B -0.23 1.22 -3.27
H -1.41 1.23 2.83
H 1.95 3.22 2.65
H -1.40 2.91 0.44
H 1.88 2.85 -4.09
H 4.37 -0.07 4.45
H -2.82 0.41 -3.50
H -2.47 0.24 0.78
H 0.11 0.69 3.57
H 0.14 3.53 -0.17
H 2.53 2.91 0.99
H 2.75 -0.41 5.05
H 4.10 -1.85 2.69
H 2.76 1.69 2.25
H -4.28 -0.12 -1.22
H -0.15 0.35 -4.10
H -0.69 -2.67 5.10
H 3.56 1.02 -0.58
H 3.12 -4.34 3.32
H 2.88 -3.77 1.68
H 0.43 -4.46 1.81
H -0.63 2.24 -3.76
H -0.43 4.01 1.46
H -1.49 -2.00 -0.81
H -0.34 2.41 3.63
H 0.71 -5.03 3.47
H 2.98 0.26 3.42
H 4.20 2.74 -2.61
H 1.54 -5.79 2.12
H 3.94 -2.50 4.32
```

As for the HOMO energy: -11.859 eV. Its total charge is +1. As for the lowest unoccupied orbital energy: -4.419 eV. The energy relative to the best compared isomer or geometry (same formula, charge and spin) is 12.16 kcal/mol. The spin multiplicity is 1.

So, what does the Mulliken scheme give us? The charges, in e, come out as:
1. Rh 0.224
2. P 1.696
3. O -0.545
4. O -0.885
5. O -0.562
6. N 0.094
7. N 1.399
8. N -0.538
9. N 0.974
10. N -0.227
11. N 0.257
12. N -0.176
13. C -1.102
14. C -0.295
15. C -1.380
16. C -1.392
17. C 2.542
18. C -1.073
19. C -0.963
20. C -0.761
21. C -0.274
22. C -0.464
23. C -0.929
24. C -1.290
25. C -0.607
26. C -0.147
27. C 0.266
28. C -0.509
29. C -1.383
30. C -1.130
31. B 0.120
32. H 0.323
33. H 0.505
34. H 0.367
35. H 0.464
36. H 0.503
37. H 0.481
38. H 0.278
39. H 0.244
40. H 0.358
41. H 0.397
42. H 0.325
43. H 0.537
44. H 0.093
45. H 0.452
46. H -0.098
47. H 0.293
48. H 0.664
49. H 0.449
50. H 0.424
51. H 0.229
52. H -0.094
53. H 0.489
54. H 0.328
55. H 0.546
56. H 0.312
57. H -0.178
58. H 0.413
59. H 0.514
60. H 0.442

***

Calculated electronic energy in order - -6872.74561; -4164.05119; -1657.24932; -1788.94557 Eh